The ion C3H4N3S with charge +1. Source: the Open Molecules 2025 dataset; level of theory: ωB97M-V/def2-TZVPD.

## Properties
Total charge: +1
Frontier orbital gap (spin up / spin down), Ha: 0.198 / 0.198
Highest occupied orbital energy (spin up / spin down), eV: -13.48 / -13.48
Energy relative to the best compared isomer or geometry (same formula, charge and spin), kJ/mol: 301.9

CARTESIAN COORDINATES (ANGSTROEM)
C1 -0.778711 0.143488 0.714722
C2 0.344716 0.191547 -0.146978
C3 -0.991174 2.086385 -0.434634
N1 -1.524258 1.286342 0.472706
N2 0.034064 1.360161 -1.013900
N3 1.695092 -0.101797 -0.283250
S1 3.050277 -1.231538 0.086066
H1 -0.994088 -0.497853 1.489671
H2 -2.389779 1.568406 0.954450
H3 0.605466 1.621437 -1.831503
H4 2.043015 0.544816 -1.150468

Force components x, y, z for each atom (eV/Å):
0.9 2.0 -1.2
0.8 2.1 -1.8
1.6 1.3 -4.2
0.5 -2.9 1.7
-1.2 -0.4 2.9
2.4 -1.1 -2.3
-4.0 2.7 -0.3
-0.4 -1.4 1.5
0.7 -0.5 -0.1
-0.7 0.2 0.9
-0.7 -2.1 2.9

Here are the Löwdin charges for atoms 1 to 2, given in e: 0.110 -0.213

---

The molecule C3H4N4. Source: the Open Molecules 2025 dataset; level of theory: ωB97M-V/def2-TZVPD.

## Properties
Structure (SMILES): Nc1cncnn1
Frontier orbital gap, Ha: 0.346
Highest occupied orbital energy, eV: -9.12
Energy relative to the best compared isomer or geometry (same formula, charge and spin), kJ/mol: 179.1

CARTESIAN COORDINATES (ANGSTROEM)
N1 -1.136726 -0.050350 -1.619511
C1 -0.441179 0.124219 -0.458918
C2 -0.173169 -0.935970 0.442675
N2 0.868337 -0.831812 1.237567
C3 1.457248 0.376529 1.296107
N3 0.945422 1.479607 0.773274
N4 0.008535 1.344090 -0.159226
H1 -1.504101 -0.955149 -1.869470
H2 -1.544995 0.751644 -2.073263
H3 -0.857719 -1.789465 0.559923
H4 2.378348 0.486658 1.870842

Force components x, y, z for each atom (eV/Å):
-0.3 0.0 0.0
0.1 0.1 0.2
0.1 0.1 0.1
-0.3 0.2 0.1
-0.1 0.0 0.0
0.2 -0.3 -0.3
-0.1 -0.3 -0.1
0.0 0.2 0.2
0.1 0.0 0.1
0.5 0.2 -0.3
-0.4 -0.1 0.0

Here are the Löwdin charges for atoms 1 to 2, given in e: 0.127 -0.388

---

The molecule C3H4N4. Source: the Open Molecules 2025 dataset; level of theory: ωB97M-V/def2-TZVPD.

## Properties
Structure (SMILES): Nc1cncnn1
Frontier orbital gap, Ha: 0.342
Highest occupied orbital energy, eV: -9.49
Energy relative to the best compared isomer or geometry (same formula, charge and spin), kJ/mol: 274.1

CARTESIAN COORDINATES (ANGSTROEM)
C1 0.381372 -0.574294 -0.056442
C2 -0.747462 0.184950 -0.387518
C3 -0.013864 1.851039 0.903532
H1 -0.193860 -2.515475 -0.220836
H2 0.229050 -2.029640 -1.691201
H3 -1.557862 -0.328195 -0.878066
H4 -0.061419 2.791090 1.441690
N1 0.392979 -1.911262 -0.679286
N2 -0.972596 1.430856 -0.011963
N3 1.152395 1.178564 1.041915
N4 1.391269 -0.077634 0.538174

Force components x, y, z for each atom (eV/Å):
-1.8 -2.2 -3.2
-1.1 1.1 0.8
1.7 -2.5 -2.4
-1.5 -1.7 1.5
0.2 0.9 0.9
0.0 0.1 -0.7
-0.3 -0.1 -0.3
2.1 1.9 -0.6
0.8 -0.1 1.9
-0.5 0.4 1.1
0.4 2.2 1.1

Here are the Löwdin charges for atoms 1 to 2, given in e: -0.372 -0.102

---

The molecule C3H4N4. Source: the Open Molecules 2025 dataset; level of theory: ωB97M-V/def2-TZVPD.

## Properties
Structure (SMILES): N#C[C@@H]1CN=NN1
Frontier orbital gap, Ha: 0.393
Highest occupied orbital energy, eV: -10.02
Energy relative to the best compared isomer or geometry (same formula, charge and spin), kJ/mol: 336.3

CARTESIAN COORDINATES (ANGSTROEM)
C1 -1.613798 -0.086112 0.015669
C2 0.550044 0.848516 -0.583759
C3 -0.275847 0.106570 0.478032
N1 -2.645092 -0.205953 -0.426328
N2 1.704854 -0.030497 -0.724969
N3 1.574893 -1.034983 -0.031286
N4 0.495748 -1.087934 0.749348
H1 -0.073835 0.834038 -1.534893
H2 0.818181 1.856395 -0.522362
H3 -0.501308 0.657401 1.491512
H4 -0.033835 -1.857439 1.089031

Force components x, y, z for each atom (eV/Å):
1.3 -0.4 0.1
-1.7 -1.8 -1.6
-1.0 2.4 3.2
-2.5 -0.3 -0.9
0.2 0.2 -0.1
1.7 -2.3 -0.4
-1.1 2.7 -0.3
1.0 -0.2 0.8
0.5 1.5 1.0
1.0 -0.5 -1.6
0.7 -1.3 -0.2

Here are the Löwdin charges for atoms 1 to 2, given in e: -0.231 -0.137

---

The molecule C3H4N4. Source: the Open Molecules 2025 dataset; level of theory: ωB97M-V/def2-TZVPD.

## Properties
Structure (SMILES): C=Cc1nn[nH]n1
Frontier orbital gap, Ha: 0.375
Highest occupied orbital energy, eV: -9.64
Energy relative to the best compared isomer or geometry (same formula, charge and spin), kJ/mol: 267.5

CARTESIAN COORDINATES (ANGSTROEM)
C1 2.204584 0.248666 0.014677
C2 1.117132 -0.585215 -0.072468
C3 -0.310083 -0.262036 -0.061139
H1 3.245644 -0.007891 0.060450
H2 2.045684 1.280466 0.254455
H3 1.308569 -1.630351 -0.134617
H4 -2.936088 1.276579 -0.107280
N1 -1.210196 -1.225289 0.047994
N2 -2.395228 -0.667218 0.033397
N3 -2.184604 0.652256 -0.025126
N4 -0.885409 0.920037 -0.010346

Force components x, y, z for each atom (eV/Å):
-2.6 -0.7 0.6
2.5 1.6 0.1
0.6 1.0 1.1
0.1 -0.8 -0.2
-0.3 0.6 -0.3
0.0 -0.7 -0.2
-0.8 1.1 0.0
-2.1 -1.0 -0.5
0.2 0.2 0.0
2.6 -3.2 0.5
-0.2 2.0 -1.0

Here are the Löwdin charges for atoms 1 to 2, given in e: 0.041 -0.098

---

The molecule C3H4N4O. Source: the Open Molecules 2025 dataset; level of theory: ωB97M-V/def2-TZVPD.

## Properties
Structure (SMILES): O[C@H]1Cn2nnnc21
Frontier orbital gap, Ha: 0.411
Highest occupied orbital energy, eV: -10.74
Energy relative to the best compared isomer or geometry (same formula, charge and spin), kJ/mol: 395.0

CARTESIAN COORDINATES (ANGSTROEM)
C1 0.958972 -0.314810 0.315181
C2 0.588129 1.063765 0.025982
C3 -0.544415 -0.646421 0.191563
H1 1.517633 -1.576899 -0.885139
H2 1.211162 -0.414208 1.366577
H3 0.906971 1.553933 -0.878584
H4 0.641420 1.821830 0.852871
N1 -0.897345 0.610084 -0.047126
N2 -2.173484 0.657569 -0.356598
N3 -2.575440 -0.556491 -0.207994
N4 -1.562942 -1.437321 0.128490
O1 1.929344 -0.761036 -0.505225

Force components x, y, z for each atom (eV/Å):
-1.0 -0.4 2.7
-2.5 4.6 0.8
0.9 0.0 -0.4
1.3 0.7 0.0
0.5 -0.2 0.3
0.3 -0.3 -0.4
0.3 -0.8 -0.7
2.5 -0.4 -0.2
-0.8 0.2 0.3
-0.5 -0.7 -0.1
-0.8 0.1 -0.3
-0.1 -2.9 -1.9

Here are the Löwdin charges for atoms 1 to 2, given in e: -0.355 0.013

---

A structure of composition C3H4N4O. Source: the Open Molecules 2025 dataset; level of theory: ωB97M-V/def2-TZVPD.

## Properties
Frontier orbital gap, Ha: 0.324
Highest occupied orbital energy, eV: -9.14
Energy relative to the best compared isomer or geometry (same formula, charge and spin), kJ/mol: 559.2

CARTESIAN COORDINATES (ANGSTROEM)
C1 1.578231 -1.068894 -0.195534
C2 0.649473 -0.054004 0.009045
C3 -1.723820 0.610360 0.341526
N1 1.439238 1.064934 0.295576
N2 2.604754 0.809016 0.228756
N3 -1.974790 0.170773 -0.967646
N4 -0.670500 -0.293784 0.223687
O1 2.775488 -0.584507 -0.129427
H1 1.531865 -1.999191 -0.626856
H2 -1.391073 1.693219 0.385317
H3 -2.418973 0.390446 1.133185
H4 -2.399895 -0.738372 -0.697633

Force components x, y, z for each atom (eV/Å):
-1.1 2.5 -0.3
1.1 -1.0 0.2
1.0 4.1 1.6
-3.4 0.3 0.0
3.3 0.1 0.0
1.4 -2.3 0.9
-1.3 -1.1 -1.3
0.7 0.5 0.3
-0.6 -2.2 -0.4
-0.6 -1.0 0.0
-0.4 -0.1 0.3
-0.2 0.3 -1.3

Here are the Löwdin charges for atoms 1 to 2, given in e: -0.058 -0.295

---

The molecule C3H4N4O. Source: the Open Molecules 2025 dataset; level of theory: ωB97M-V/def2-TZVPD.

## Properties
Structure (SMILES): NC(=O)c1cn[nH]n1
Frontier orbital gap, Ha: 0.405
Highest occupied orbital energy, eV: -10.20
Energy relative to the best compared isomer or geometry (same formula, charge and spin), kJ/mol: 64.8

CARTESIAN COORDINATES (ANGSTROEM)
C1 1.440774 0.125356 -0.011931
C2 -0.053411 0.078838 -0.068677
C3 -0.966997 1.118716 -0.059262
H1 3.062841 -1.054200 0.170151
H2 1.598935 -1.932451 0.142583
H3 -0.672089 2.184219 -0.021282
H4 -2.740138 -1.376133 0.290648
N1 2.098060 -1.043413 -0.130142
N2 -2.194182 0.628706 -0.024734
N3 -1.986471 -0.680544 0.004189
N4 -0.734965 -1.107814 0.065746
O1 1.993895 1.207821 0.106463

Force components x, y, z for each atom (eV/Å):
-0.5 1.4 0.1
0.1 -2.5 0.8
0.8 1.3 -0.1
0.0 0.3 -0.2
0.5 1.6 -0.7
-0.7 -0.8 -0.3
1.2 1.7 -0.9
-0.4 -2.6 0.8
0.0 -0.3 0.2
-1.3 -2.1 1.2
0.3 2.3 -0.9
-0.1 -0.4 -0.1

Here are the Löwdin charges for atoms 1 to 2, given in e: -0.523 -0.205

---

The molecule C3H4N4O. Source: the Open Molecules 2025 dataset; level of theory: ωB97M-V/def2-TZVPD.

## Properties
Structure (SMILES): [H]/N=C1C=N/C(=N\O)N\1
Frontier orbital gap, Ha: 0.299
Highest occupied orbital energy, eV: -9.30
Energy relative to the best compared isomer or geometry (same formula, charge and spin), kJ/mol: 438.7

CARTESIAN COORDINATES (ANGSTROEM)
C1 -0.477377 0.504366 -0.424436
C2 0.391950 -0.661491 1.450711
C3 1.139483 -0.898172 0.146117
H1 0.201367 0.158935 -2.567235
H2 -1.595022 0.153735 1.490762
H3 1.411032 -1.379136 2.913449
H4 1.973935 -1.630283 0.184767
N1 -1.143560 1.183785 -1.265163
N2 -0.791460 -0.015288 0.925229
N3 0.638133 -0.630928 2.842980
N4 0.702455 -0.328397 -0.892725
O1 -0.519327 0.945541 -2.541043

Force components x, y, z for each atom (eV/Å):
0.3 -3.4 1.4
-2.0 2.9 3.7
1.1 -1.8 1.6
-2.4 2.5 1.1
-0.2 0.6 0.1
-0.9 1.6 0.3
-0.4 0.8 -0.5
1.9 -1.5 -0.9
3.0 0.5 -1.5
0.4 -2.7 -6.6
-1.1 1.0 2.0
0.3 -0.3 -0.8

Here are the Löwdin charges for atoms 1 to 2, given in e: -0.301 -0.292

---

The molecule C3H4N4O. Source: the Open Molecules 2025 dataset; level of theory: ωB97M-V/def2-TZVPD.

## Properties
Structure (SMILES): N/N=C1/N=CC(=O)N1
Frontier orbital gap, Ha: 0.322
Highest occupied orbital energy, eV: -9.36
Energy relative to the best compared isomer or geometry (same formula, charge and spin), kJ/mol: 361.7

CARTESIAN COORDINATES (ANGSTROEM)
C1 -0.356924 0.447145 0.315686
C2 1.755599 -0.253635 0.045422
C3 1.747451 1.170310 -0.158857
H1 -3.391962 -0.457675 -0.656621
H2 -2.361445 -1.076479 0.798113
H3 0.127138 -1.634609 -0.223683
H4 2.566854 1.839516 -0.274956
N1 -2.249781 -0.543874 -0.249790
N2 -1.573450 0.619664 0.147670
N3 0.388748 -0.662656 0.217864
N4 0.591798 1.542678 0.050885
O1 2.755979 -0.990382 -0.011731

Force components x, y, z for each atom (eV/Å):
2.3 1.4 -2.4
3.0 -4.3 -0.8
0.1 -0.9 1.0
4.4 0.7 2.1
-0.1 1.2 -3.9
0.3 2.8 1.5
0.6 0.2 -0.4
-3.6 -2.9 3.2
-2.3 1.5 -1.3
2.4 -4.2 -0.9
-4.3 3.3 1.6
-2.7 1.3 0.3

Here are the Löwdin charges for atoms 1 to 2, given in e: -0.457 -0.397